Formula: C41H48F2N8O8P2
Source: the Open Molecules 2025 dataset
Level of theory: ωB97M-V with the def2-TZVPD basis set

Calculated values
Electronic energy   -3512.8195 Ha
SMILES string   CC(=O)OCCCCCN1C(=O)c2c(CCCN)c(P(C)O)c(P(N)O)c(N(C(=O)F)C(=O)F)c2C1=O.c1ccncc1.c1ccncc1.c1ccncc1.c1ccncc1
Maximum force   10.06 eV/A
Frontier orbital gap   0.2400 hartree

```
109
Properties=species:S:1:pos:R:3:forces:R:3
C 6.44392 -3.03615 -1.62808 0.7 0.3 0.3
C 5.41840 -2.51250 -2.80211 -3.5 -4.8 -3.2
O 4.70899 -3.46785 -3.44827 4.5 6.4 3.8
O 5.23182 -1.12000 -3.24026 0.6 -2.7 2.9
C 5.13479 -0.18409 -2.10942 -0.6 2.3 0.6
C 3.61472 -0.13351 -1.41996 0.1 0.1 -0.3
C 3.62239 -0.48654 0.18128 0.5 0.4 1.0
C 2.60005 0.45757 1.08433 0.5 0.5 -0.8
C 1.01687 0.07582 0.89132 0.5 1.3 -0.7
N 0.42869 -0.71517 2.04157 -1.0 -0.6 1.2
C -1.11260 -0.67444 1.97825 -2.6 1.9 1.5
O -1.93826 0.11358 2.68750 5.6 -5.2 -5.0
C -1.39721 -1.84029 0.86136 0.2 -2.9 -1.7
C -2.60671 -2.07324 -0.22083 2.9 -2.0 0.6
C -3.84119 -0.99614 -0.28236 0.6 0.2 0.4
C -3.95459 -0.14472 -1.67847 -0.2 0.4 -0.5
C -2.78858 1.01113 -1.86972 -0.8 -0.1 -0.9
N -3.22875 2.27668 -1.13468 -0.7 -1.7 -0.3
C -2.46266 -3.40738 -1.21911 3.7 0.1 2.5
P -3.84189 -3.67167 -2.54088 -0.4 1.3 -0.1
C -4.33089 -5.50976 -2.71362 0.9 -1.2 -1.2
O -3.12216 -3.11294 -4.06579 0.8 0.3 2.6
C -1.15697 -4.43298 -1.08562 1.7 2.8 3.3
P -0.89970 -5.98512 -2.21767 -1.0 -0.8 -1.0
N 0.78620 -5.91002 -2.83591 -0.6 1.0 0.3
O -1.03738 -7.38666 -1.16194 0.1 3.5 1.0
C 0.06470 -4.17543 0.02727 -4.3 3.6 0.5
N 1.28287 -5.06280 0.15363 2.4 3.1 1.2
C 1.50582 -5.56738 1.56050 -5.7 -3.3 5.1
O 0.43593 -6.13621 2.17736 7.9 4.1 -4.6
F 2.74817 -5.46002 2.35866 -3.9 -0.1 -3.8
C 2.50276 -4.39885 -0.44205 6.8 -1.4 -0.7
O 3.76375 -4.83251 -0.38104 -9.5 3.2 -0.2
F 2.24594 -3.14109 -1.23811 0.2 -4.1 2.5
C -0.10325 -2.84786 0.97399 -2.3 -0.8 -1.7
C 0.83660 -2.18547 2.14131 2.4 -1.5 2.1
O 1.70208 -2.70324 3.01576 -5.7 3.3 -6.1
H 5.89518 -3.15403 -0.57835 1.0 0.5 -2.4
H 6.86457 -4.12127 -1.87391 -1.3 2.5 0.1
H 7.40017 -2.33550 -1.51423 -2.3 -1.3 -0.2
H 5.96611 -0.30650 -1.29348 -1.5 -0.2 -1.6
H 5.29050 0.90630 -2.56871 -0.1 -2.6 0.7
H 2.94189 -0.82639 -2.08096 1.2 1.2 1.4
H 3.18347 0.96818 -1.55418 1.0 -2.3 0.3
H 3.40985 -1.60598 0.44717 0.4 2.0 -0.8
H 4.71623 -0.25623 0.60023 -2.3 -0.5 -0.9
H 2.95961 0.49708 2.21234 -1.0 -0.3 -2.4
H 2.72952 1.56064 0.64760 -0.3 -2.3 1.0
H 0.85884 -0.47194 -0.13841 0.3 0.9 1.8
H 0.41209 1.09880 0.84625 1.1 -2.3 0.2
H -4.84818 -1.54772 -0.01199 2.1 1.0 -0.7
H -3.63791 -0.19480 0.57866 -0.4 -1.9 -1.7
H -4.00433 -0.78856 -2.65445 0.1 0.8 2.1
H -4.98915 0.44879 -1.62889 2.2 -1.4 -0.1
H -2.73358 1.29566 -3.02396 -0.1 -0.7 2.4
H -1.71779 0.64950 -1.56400 -2.1 0.7 -0.3
H -3.45631 1.95348 -0.16076 0.2 0.7 -1.1
H -4.17137 2.50056 -1.56964 1.5 -0.2 0.9
H -4.04684 -6.13119 -1.75002 -0.5 1.3 -2.1
H -3.78627 -5.94704 -3.68138 -1.0 0.7 2.3
H -5.48033 -5.57532 -2.92314 2.2 0.4 0.6
H -2.58111 -2.28756 -3.80261 -1.2 -1.9 -0.6
H 0.87330 -6.51742 -3.67996 -0.4 0.6 1.0
H 1.03020 -4.93108 -3.15617 -0.4 -1.4 0.6
H -1.35797 -6.98426 -0.28234 0.9 -1.2 -1.5
N -6.25681 2.34516 1.54353 0.2 0.6 0.7
C -5.82511 1.99149 2.77394 -0.3 0.1 -0.8
C -5.57596 2.89688 3.79293 -0.1 0.2 -0.1
C -5.77730 4.24888 3.53589 0.0 0.0 0.0
C -6.21968 4.64448 2.27775 0.3 0.0 0.2
C -6.44494 3.66463 1.32431 0.2 -0.9 0.0
H -5.67983 0.92568 2.92432 0.0 0.1 0.0
H -5.23282 2.55621 4.76321 0.0 0.0 -0.1
H -5.59131 4.98818 4.30951 0.0 -0.1 -0.1
H -6.38563 5.69037 2.04569 -0.1 -0.1 0.0
H -6.79422 3.92266 0.32845 0.0 0.1 0.1
N 9.87871 1.75717 -6.02213 -0.8 -0.6 0.3
C 9.83122 0.42706 -6.25432 0.1 0.9 0.1
C 8.76036 -0.37887 -5.90235 -0.2 0.2 0.1
C 7.67175 0.21219 -5.26984 -0.1 -0.1 0.0
C 7.69189 1.57965 -5.01532 0.1 -0.3 -0.1
C 8.80651 2.30298 -5.40818 0.8 -0.3 -0.4
H 10.70569 0.01221 -6.74711 -0.1 0.0 0.0
H 8.77497 -1.44165 -6.11578 0.0 0.1 0.0
H 6.81464 -0.38759 -4.97784 0.1 0.1 0.0
H 6.85950 2.07017 -4.52361 0.1 0.0 -0.1
H 8.86831 3.37372 -5.23499 0.0 -0.1 0.0
N 5.02930 1.29570 3.44184 0.2 0.7 0.7
C 5.46100 0.94202 4.67225 -0.3 0.1 -0.9
C 5.71015 1.84741 5.69124 0.0 0.3 -0.1
C 5.50881 3.19941 5.43420 0.0 0.0 0.0
C 5.06642 3.59502 4.17607 0.1 -0.1 0.2
C 4.84116 2.61517 3.22262 0.1 -0.9 0.1
H 5.60627 -0.12378 4.82263 0.0 0.1 0.0
H 6.05329 1.50674 6.66152 0.0 0.0 -0.1
H 5.69479 3.93871 6.20782 0.0 -0.1 -0.1
H 4.90047 4.64090 3.94400 0.0 -0.1 0.0
H 4.49188 2.87319 2.22676 0.0 0.0 0.1
N -9.11517 6.27800 2.09738 -0.7 -0.1 0.7
C -9.40627 5.10554 2.70232 0.2 0.7 -0.5
C -10.40956 4.95354 3.64595 -0.2 0.3 0.1
C -11.15932 6.07169 3.99539 0.0 0.0 0.0
C -10.88211 7.29363 3.39112 0.0 -0.3 0.1
C -9.86120 7.34547 2.45572 0.6 -0.6 -0.3
H -8.79137 4.26335 2.39856 -0.1 0.1 0.1
H -10.60140 3.98695 4.09778 0.0 0.1 -0.1
H -11.95322 5.99167 4.73225 0.1 0.0 -0.1
H -11.44785 8.18370 3.64207 0.1 -0.1 0.0
H -9.60897 8.27531 1.95364 0.0 -0.1 0.1
```
Forces are in eV/Å.

Löwdin population analysis, charges in e, atoms 1 to 8: C -0.033; C -0.277; O -0.045; O -0.122; C -0.179; C -0.151; C -0.195; C -0.170